Entry 1:
21
Properties=species:S:1:pos:R:3:forces:R:3 method="wB97M-V/def2-TZVPD" gap_ev=9.3 e_homo_ha=-0.3229
C 1.794 -0.236 0.283 0.042 0.264 0.579
C 0.823 -0.623 -0.823 1.112 -0.784 -0.003
C 0.970 -2.104 -1.251 -0.438 0.920 0.273
S 0.336 -3.318 -0.084 0.029 -0.290 0.285
N -0.542 -0.306 -0.510 -0.200 -0.087 -0.830
C -1.057 0.950 -0.915 -0.259 1.128 1.278
O -0.785 2.052 -0.003 0.099 -0.375 -0.219
H 1.718 -0.879 1.152 -0.356 -0.306 0.229
H 2.850 -0.251 0.042 0.168 -0.069 -0.568
H 1.558 0.769 0.619 -0.015 0.198 0.016
H 1.160 -0.119 -1.729 -0.439 0.515 -0.052
H 2.027 -2.282 -1.404 0.178 -0.362 -0.125
H 0.419 -2.205 -2.176 0.104 -0.263 -0.292
H -0.948 -3.270 -0.466 0.083 0.103 0.004
H -0.769 -0.521 0.444 -0.130 -0.173 0.255
H -2.135 0.909 -1.036 -0.236 -0.193 -0.059
H -0.615 1.303 -1.822 0.299 -0.230 -0.750
H -1.319 1.930 0.791 -0.066 0.002 -0.006
O -1.927 2.512 2.656 0.190 0.155 -0.016
H -1.237 3.186 2.704 -0.087 -0.081 -0.043
H -2.323 2.503 3.530 -0.077 -0.070 0.045

***

Entry 2:
120
Properties=species:S:1:pos:R:3:forces:R:3 method="wB97M-V/def2-TZVPD" gap_ev=8.4 e_homo_ha=-0.2964
H -2.952 -1.629 4.153 0.377 -0.529 -0.588
N -2.759 -2.213 3.320 2.644 0.343 -1.819
C -1.577 -1.912 2.827 -1.337 1.422 2.104
C -0.718 -0.794 3.662 0.405 -1.948 -0.356
C -0.890 -2.574 1.548 -0.512 1.444 1.135
C -1.701 -2.460 0.172 0.475 -1.349 -0.111
C -1.041 -3.660 -0.707 -0.080 -1.052 -0.152
C 0.534 -3.845 -0.524 1.395 -2.059 -0.918
O 1.108 -4.910 -0.869 -2.170 3.257 1.063
C -3.329 -2.627 0.237 -0.338 0.257 -3.134
C -3.948 -4.069 0.466 -1.536 -0.364 3.344
C -4.829 -4.093 1.942 -0.856 -3.091 -1.318
C -4.474 -5.430 2.920 -0.747 2.109 0.880
O -5.839 -5.189 2.070 2.424 5.043 0.104
O -4.062 -1.515 0.773 0.907 -1.621 0.384
C -5.383 -1.344 0.230 -1.484 1.204 0.571
C -6.305 -0.710 1.414 -0.360 -1.264 -0.415
N -7.037 0.513 0.985 0.566 -0.056 1.177
C -6.979 1.614 1.977 -0.044 0.826 -0.355
C -5.583 2.400 2.069 0.196 0.995 -0.102
C -4.805 2.554 0.676 -1.209 0.037 0.204
O -4.699 1.899 3.127 -0.705 -0.259 -0.854
O -3.596 -2.437 -1.217 0.639 1.210 -2.323
C -2.829 -1.377 -1.828 -0.207 -0.248 0.965
O -3.017 -0.805 -2.907 0.139 -2.503 3.935
C -1.630 -1.172 -0.736 -0.528 0.988 -1.406
S -0.188 -0.947 -1.948 0.552 -0.407 -0.111
P -1.805 0.607 -0.118 0.133 1.676 -0.285
C 0.008 1.254 0.003 -0.243 0.345 1.815
O -2.368 0.771 1.487 1.382 -0.269 -0.663
H -1.235 0.215 3.703 0.740 -1.371 -0.150
H -0.604 -1.225 4.724 -0.271 0.850 -1.633
H 0.326 -0.786 3.208 -1.280 0.608 0.606
H -0.683 -3.663 1.873 -0.289 1.599 -0.949
H 0.091 -1.985 1.394 -1.425 -1.229 0.336
H -1.473 -4.696 -0.443 0.625 1.668 -0.212
H -1.226 -3.552 -1.832 0.292 0.009 1.583
H 1.230 -3.024 -0.103 -1.314 -0.793 -0.592
H -3.221 -4.902 0.713 -0.708 1.275 -0.805
H -4.717 -4.398 -0.313 1.385 0.740 0.897
H -5.025 -3.050 2.491 0.486 -2.672 -1.143
H -5.170 -6.030 3.579 1.695 -0.771 -0.656
H -4.305 -4.638 3.776 -1.317 -0.454 -0.543
H -5.315 -0.597 -0.639 -0.232 -1.112 1.099
H -5.921 -2.281 -0.116 1.153 0.927 0.302
H -7.115 -1.500 1.660 1.307 1.018 -0.259
H -5.706 -0.587 2.385 -0.604 0.066 -1.561
H -6.809 0.811 0.032 0.095 -0.089 0.735
H -7.233 1.239 3.030 0.329 0.364 -1.551
H -7.801 2.368 1.680 1.286 -1.020 0.497
H -5.842 3.475 2.405 0.429 -1.660 -0.300
H -4.602 1.528 0.214 0.048 1.562 0.667
H -3.862 3.180 0.823 -1.223 -1.119 -0.249
H -5.516 3.121 -0.037 1.131 -0.826 0.967
H -4.354 1.014 2.884 -0.198 0.784 -0.207
H -0.546 0.058 -2.862 -0.444 -1.013 1.319
H 0.730 0.472 0.403 -0.693 1.042 -0.876
H -0.051 2.072 0.821 0.053 -1.019 -1.325
H 0.337 1.764 -0.955 -0.402 -0.915 1.286
H -1.706 1.304 1.976 -0.502 -0.460 -0.263
O 7.045 -6.521 -2.925 -0.642 0.304 0.441
C 6.094 -6.138 -2.307 0.698 -0.381 -0.537
O 6.165 -5.368 -1.186 0.030 -0.358 -0.435
C 4.842 -4.940 -0.887 -0.250 0.564 0.517
C 3.993 -5.983 -1.546 -0.946 -0.146 0.038
O 4.803 -6.416 -2.634 0.717 0.186 0.114
H 4.683 -4.892 0.191 0.205 -0.013 -0.097
H 4.688 -3.944 -1.313 0.006 -0.052 0.008
H 3.795 -6.837 -0.892 0.032 0.055 -0.030
H 3.045 -5.583 -1.903 0.179 -0.170 -0.063
O -2.154 -1.937 6.235 -0.743 0.285 0.600
C -3.113 -1.561 6.845 0.717 -0.280 -0.271
O -3.058 -0.798 7.970 0.007 -0.415 -0.498
C -4.386 -0.378 8.256 -0.243 0.624 0.542
C -5.223 -1.423 7.581 -0.855 -0.175 0.139
O -4.399 -1.844 6.502 0.607 0.162 0.041
H -4.557 -0.337 9.332 0.220 -0.029 -0.089
H -4.540 0.619 7.834 0.020 -0.075 -0.013
H -5.424 -2.281 8.228 0.053 0.041 -0.047
H -6.170 -1.026 7.214 0.150 -0.118 -0.149
O 3.368 -0.236 -1.063 0.098 -0.044 -0.814
C 3.555 -0.194 -2.245 -0.039 0.026 0.984
O 4.749 0.101 -2.824 -0.641 -0.113 0.324
C 4.621 -0.174 -4.214 0.685 0.026 -0.662
C 3.144 -0.070 -4.444 -0.384 0.110 -0.760
O 2.598 -0.437 -3.183 0.397 0.046 0.371
H 5.186 0.546 -4.807 0.029 -0.044 0.204
H 5.005 -1.178 -4.412 -0.040 0.043 0.030
H 2.827 0.949 -4.683 0.045 -0.047 0.045
H 2.795 -0.742 -5.229 -0.101 -0.002 0.214
O 6.476 1.997 -6.855 0.711 -0.162 0.356
C 7.560 1.741 -6.415 -0.845 0.175 -0.293
O 8.683 2.466 -6.667 -0.537 -0.329 0.034
C 9.695 1.983 -5.794 0.875 0.395 0.255
C 9.238 0.590 -5.482 0.492 -0.693 0.350
O 7.825 0.686 -5.598 -0.168 0.536 -0.374
H 10.671 2.002 -6.282 -0.187 0.078 -0.122
H 9.730 2.620 -4.906 -0.069 -0.079 -0.039
H 9.605 -0.143 -6.206 -0.054 0.057 0.018
H 9.525 0.272 -4.479 -0.235 0.000 -0.071
O 7.502 4.733 -2.000 0.303 0.329 -0.819
C 7.853 5.201 -3.042 -0.425 -0.366 1.123
O 7.832 6.529 -3.335 -0.015 -0.563 0.032
C 8.531 6.699 -4.561 0.257 0.712 -0.281
C 8.418 5.350 -5.204 0.069 -0.162 -0.878
O 8.327 4.471 -4.091 -0.072 0.261 0.364
H 8.076 7.487 -5.162 -0.054 -0.036 0.216
H 9.567 6.973 -4.342 -0.051 -0.035 0.003
H 7.513 5.249 -5.810 0.063 -0.014 0.043
H 9.285 5.107 -5.820 -0.098 -0.138 0.131
O -1.351 4.782 0.088 -0.385 0.498 0.536
C -1.903 5.567 0.802 0.469 -0.661 -0.644
O -2.081 5.395 2.140 0.010 0.043 -0.538
C -2.563 6.626 2.660 -0.052 0.188 0.821
C -3.189 7.276 1.463 -0.541 0.621 -0.060
O -2.434 6.747 0.381 0.259 -0.437 0.206
H -3.281 6.454 3.464 0.132 -0.180 -0.082
H -1.719 7.198 3.055 -0.034 -0.029 -0.055
H -4.238 6.994 1.333 0.068 -0.020 0.012
H -3.115 8.364 1.493 0.072 -0.120 -0.186